[1]
Below is a 2-piece molecular cluster, C2H8N3 overall, with properties calculated with ωB97M-V with the def2-TZVPD basis set.

As for the total energy: -244.4389 Ha. Its largest force on an atom is 2.18 eV/A. The molar mass is 74.11 g/mol. The HOMO energy (spin up / spin down) is -19.63 / -19.63 eV. The calculation puts the energy relative to the best compared isomer or geometry (same formula, charge and spin) at 50.7 kcal per mole. Its LUMO energy (spin up / spin down) is -10.988 / -12.552 eV. The expectation value of S² is 0.758.

ORCA input file:
```
! RIJCOSX wB97M-V def2-TZVPD def2/J DEFGRID3
* xyz 2 2
N -2.300 0.775 -0.253
N 1.876 0.252 -0.897
N -0.813 -0.514 0.971
C 2.781 -0.374 -0.249
C -1.812 -0.408 0.078
H 2.105 1.245 -1.122
H -3.283 1.005 -0.376
H -1.071 -0.208 1.903
H 0.101 -0.881 0.825
H -1.610 1.516 -0.326
H -2.146 -1.159 -0.645
H 2.938 0.036 0.767
H 3.234 -1.283 -0.677
*
```



[2]
Below is a 10-piece molecular cluster, C34H85N17O10 overall, with properties calculated with ωB97M-V with the def2-TZVPD basis set.

As for the total energy: -3029.7239 Ha. Its largest force on an atom is 5.85 eV/A. The molar mass is 892.16 g/mol. The HOMO energy is -8.06 eV. The calculation puts the energy relative to the best compared isomer or geometry (same formula, charge and spin) at 117.0 kcal per mole. Its SMILES is CC1(C)CCCC(C)(C)N1O.CC1(C)CCCC(C)(C)N1O.CC1(C)CCCC(C)(C)N1O.NC(N)=O.NC(N)=O.NC(N)=O.NC(N)=O.NC(N)=O.NC(N)=O.NC(N)=O. Its LUMO energy is -0.339 eV.

ORCA input file:
```
! RIJCOSX wB97M-V def2-TZVPD def2/J DEFGRID3
* xyz 0 1
O -3.331 0.244 7.553
O -1.630 -5.915 -1.777
O -2.109 -1.640 3.217
O 3.977 0.112 -3.039
O 2.148 3.840 1.303
O -0.288 2.831 0.375
O 3.958 -2.371 2.924
O 0.751 -1.757 0.861
O 1.876 -5.461 -1.083
O 3.127 2.722 3.857
N 0.569 -5.442 0.703
N -0.656 -0.118 1.324
N -1.437 3.605 0.420
N 3.188 -3.280 1.051
N -1.993 0.038 5.853
N -1.964 -5.104 -2.896
N 3.582 -1.315 -1.461
N -3.701 -1.341 6.088
N 1.918 1.033 2.914
N 1.476 -7.292 0.099
N -1.352 -3.750 2.967
N 3.694 0.512 3.958
N -3.543 -3.361 3.169
N 3.050 4.456 0.427
N 0.679 0.160 -0.309
N 3.710 -2.035 -3.471
N 5.285 -3.506 1.491
C -2.796 2.056 -1.118
C 2.893 1.520 3.621
C 2.662 5.794 0.034
C 2.793 6.701 1.226
C -2.123 -3.657 -2.461
C 3.749 -1.025 -2.679
C -3.051 -0.270 6.481
C 4.129 -2.974 1.872
C -2.244 -2.781 -3.727
C -3.150 -3.200 -4.906
C -4.262 -6.157 -3.687
C -2.346 -2.838 2.988
C 0.329 -0.674 0.602
C 3.542 3.535 -0.588
C -3.657 4.266 -0.700
C 4.406 2.486 0.082
C 1.369 -6.016 -0.139
C -4.242 4.060 0.636
C -2.329 3.469 -0.803
C 3.545 6.445 -1.061
C -0.885 -3.244 -1.605
C 2.545 2.786 -1.489
C -2.788 -5.717 -3.957
C -3.311 4.609 1.686
C 3.951 5.537 -2.247
C -3.388 -3.585 -1.624
C -1.064 4.542 2.632
C -1.837 -6.911 -4.365
C -2.285 2.396 2.502
C -1.992 3.731 1.787
C 1.254 5.818 -0.532
C -1.618 4.200 -1.986
C 4.511 4.225 -1.681
C -2.808 -4.690 -5.185
H 3.743 2.053 0.834
H 2.058 6.495 2.006
H 6.056 -3.575 2.136
H 0.946 6.822 -0.825
H -1.405 4.725 3.651
H -4.204 -3.096 -4.642
H 4.836 3.620 -2.527
H 1.065 -7.769 0.886
H 5.219 2.930 0.655
H -4.250 -7.246 -3.750
H 3.405 -3.862 0.256
H -3.531 -4.367 3.086
H -1.663 -7.661 -3.594
H 4.398 6.138 -3.039
H -3.309 -1.851 5.311
H -4.439 -2.913 3.278
H 3.442 -0.548 -0.822
H -0.011 -3.896 -1.597
H 1.063 5.119 -1.344
H -0.922 0.829 1.101
H 1.706 -7.810 -0.736
H -0.688 -5.856 -1.590
H -2.587 -1.802 -3.388
H -1.767 -4.641 -5.507
H -3.757 4.444 2.668
H -5.153 4.658 0.704
H -3.056 5.665 1.594
H -1.606 5.252 -1.704
H -5.039 -5.774 -4.347
H -4.495 3.016 0.818
H -4.305 -3.970 -2.072
H 1.197 -0.026 -1.154
H -1.300 0.632 6.279
H -2.747 1.543 2.003
H -3.814 -2.602 -1.414
H 4.419 6.844 -0.541
H 2.360 -2.700 1.027
H -0.066 4.124 2.778
H -4.462 -5.919 -2.642
H -3.216 -4.168 -0.719
H -0.814 -6.580 -4.547
H 2.960 5.316 -2.651
H 1.765 0.053 2.738
H 0.312 3.586 0.379
H 3.606 -0.440 3.641
H -1.036 -3.042 -0.544
H -4.427 3.870 -1.363
H -1.548 -4.737 3.011
H 4.494 0.658 4.555
H 2.712 3.779 2.081
H 0.288 1.090 -0.271
H -3.520 -5.019 -5.942
H -2.215 -7.350 -5.289
H 3.544 -2.300 -1.254
H -0.450 -3.424 3.284
H 3.025 7.341 -1.400
H 4.713 1.601 -0.476
H 3.803 -2.999 -3.193
H 0.363 -4.456 0.765
H -2.007 1.352 -1.393
H -0.586 3.868 -2.110
H -3.248 1.427 -0.349
H -1.842 -0.384 4.948
H 3.045 1.994 -2.046
H -1.249 -2.605 -4.139
H -2.012 3.963 -2.974
H -1.127 -0.464 2.149
H 2.593 7.747 0.993
H 0.584 5.627 0.309
H -3.505 5.313 -0.961
H 5.482 4.466 -1.243
H 5.198 -4.033 0.637
H 3.694 -1.683 -4.417
H -1.306 2.072 2.861
H 1.380 1.712 2.394
H -0.436 -2.311 -1.953
H 3.779 6.655 1.688
H -0.890 5.487 2.117
H -3.068 -2.504 -5.740
H -2.908 2.468 3.395
H -4.362 -1.795 6.697
H 1.892 2.200 -0.840
H -3.354 1.964 -2.051
H 1.921 3.420 -2.119
H 0.151 -6.057 1.384
*
```



[3]
Below is C7H13O4 as an isolated structure, with properties calculated with ωB97M-V with the def2-TZVPD basis set.

As for the total energy: -575.2137 Ha. Its largest force on an atom is 4.52 eV/A. The molar mass is 161.18 g/mol. The HOMO energy (spin up / spin down) is -7.18 / -7.12 eV. The calculation puts the energy relative to the best compared isomer or geometry (same formula, charge and spin) at 63.7 kcal per mole. Its LUMO energy (spin up / spin down) is -0.206 / -0.206 eV. The expectation value of S² is 0.759.

ORCA input file:
```
! RIJCOSX wB97M-V def2-TZVPD def2/J DEFGRID3
* xyz 0 2
O -1.629 1.669 -1.652
O 2.084 0.009 0.513
O 2.117 2.691 -0.776
O 1.086 -2.682 -0.363
C 0.451 -1.858 -1.314
C -2.064 0.772 -2.347
C 3.126 1.972 -0.323
C 2.303 -1.226 1.191
C 3.092 0.883 0.508
C 1.144 -2.167 0.945
C 0.431 2.161 -1.185
H -0.592 -1.636 -1.028
H 0.719 1.322 -1.832
H 0.173 3.122 -1.643
H -3.156 0.627 -2.432
H 0.144 1.939 -0.148
H 1.268 -3.021 1.627
H 0.998 -0.912 -1.443
H 4.115 2.393 -0.554
H 0.193 -1.670 1.205
H 0.441 -2.403 -2.266
H -1.382 0.051 -2.835
H 3.243 -1.672 0.833
H 2.390 -1.036 2.273
*
```



[4]
Below is a 2-piece molecular cluster, C20H21BN overall, with properties calculated with ωB97M-V with the def2-TZVPD basis set.

As for the total energy: -853.9810 Ha. Its largest force on an atom is 2.34 eV/A. The molar mass is 286.21 g/mol. The HOMO energy is -9.95 eV. The calculation puts the energy relative to the best compared isomer or geometry (same formula, charge and spin) at 24.2 kcal per mole. Its LUMO energy is -5.151 eV.

ORCA input file:
```
! RIJCOSX wB97M-V def2-TZVPD def2/J DEFGRID3
* xyz 1 1
N 3.912 0.343 2.522
C -1.708 0.526 -1.585
C -4.428 -0.094 2.528
C -5.183 -1.397 0.654
C 1.716 -0.106 -3.484
C -3.209 0.050 0.403
C -0.573 0.092 -4.247
C -2.158 0.767 -0.326
C 4.588 0.109 3.691
C 3.922 0.149 4.905
C 1.866 0.609 3.742
C 1.092 -0.748 -5.748
C -0.242 0.671 -1.897
C 0.364 0.236 -3.236
C -5.382 -0.966 1.977
C 2.540 0.541 2.525
C 2.064 -0.680 -4.722
C -4.112 -0.916 -0.111
C 2.556 0.443 4.959
C -0.243 -0.421 -5.492
C -3.376 0.394 1.767
B 4.595 0.314 1.213
H -2.629 1.033 2.217
H -1.614 0.264 -4.004
H 4.583 1.331 0.595
H 2.484 -0.029 -2.701
H -5.872 -2.151 0.256
H -4.513 0.179 3.578
H 0.776 0.809 3.705
H -1.753 1.618 0.246
H -2.377 0.042 -2.282
H 4.472 -0.027 5.827
H -1.020 -0.502 -6.261
H 2.049 0.638 1.533
H 5.650 -0.120 3.607
H 2.014 0.580 5.900
H 0.036 1.727 -1.730
H 3.095 -1.001 -4.930
H 1.405 -1.030 -6.755
H 0.158 0.144 -1.087
H 4.664 -0.788 0.796
H -3.952 -1.331 -1.102
H -6.256 -1.303 2.553
*
```



What is the formula in the third record? C7H13O4



Among the records above, which one has the highest molar mass? C34H85N17O10



What is the formula in the second record? C34H85N17O10